{
  "formula": "C5H6Si",
  "method": "ωB97M-V with the def2-TZVPD basis set",
  "species": ["C", "C", "C", "C", "C", "Si", "H", "H", "H", "H", "H", "H"],
  "positions_angstrom": [[0.93709, -0.04261, -0.75313], [0.40172, -1.23711, -0.19416], [0.71171, 1.38091, -0.71073], [-0.82605, -1.77146, 0.58866], [-0.36027, 1.46111, 0.23331], [-1.21183, 0.01677, 0.76699], [1.79332, -0.28364, -1.32290], [0.93569, -2.04899, -0.54506], [1.35490, 2.15948, -1.04529], [-0.48039, -2.73109, 1.06322], [-0.74961, 2.28969, 0.78452], [-2.50631, 0.80693, 1.13457]],
  "atomic_forces_ev_per_a": [[1.29, 0.04, -1.45], [-2.09, 0.50, 0.31], [-3.29, -3.45, 4.40], [3.44, 4.49, -0.89], [1.59, 0.51, -1.73], [-2.64, -0.98, 1.65], [0.92, -0.53, -0.73], [1.48, -1.50, -0.42], [0.30, 0.24, -0.50], [-1.34, 1.06, -0.59], [-0.14, 1.00, -0.27], [0.49, -1.39, 0.21]],
  "de_lowest_kj_mol": 266.1,
  "homo_ev": -7.955,
  "homo_lumo_gap_ev": 7.811
}